(1)
Molecular formula: C17H34Cl34
Method: DFT, ωB97M-V with the def2-TZVPD basis set

Geometry as ORCA input:
```
! wB97M-V def2-TZVPD RIJCOSX def2/J DEFGRID3
* xyz 0 1
C -16.83642 0.95119 -8.29779
Cl -17.51387 -0.44909 -7.48154
Cl -17.67902 2.44359 -8.02789
H -15.80575 1.03299 -7.92637
H -16.94160 0.66895 -9.33018
C -19.74972 4.30275 -1.60488
Cl -19.30464 5.88042 -0.87360
Cl -21.41216 3.91668 -1.12649
H -19.57593 4.20896 -2.67860
H -19.13840 3.58147 -1.10073
C -18.64448 5.05673 -5.71721
Cl -19.58339 6.16892 -4.71843
Cl -17.58958 4.03822 -4.72986
H -19.37795 4.42951 -6.21668
H -18.08713 5.53978 -6.50147
C -23.20269 3.63398 -4.88356
Cl -24.79545 4.34709 -4.54591
Cl -22.42586 4.34751 -6.32369
H -22.62191 3.69530 -3.92383
H -23.32675 2.59733 -5.12843
C -20.32786 0.16356 -1.90910
Cl -21.50503 -0.43979 -0.74835
Cl -19.10757 1.19733 -1.11681
H -19.89122 -0.79742 -2.29531
H -20.78473 0.78437 -2.66330
C -16.28848 8.03095 -9.54046
Cl -14.92298 8.98976 -10.07944
Cl -16.09900 7.29917 -7.97889
H -17.15637 8.69855 -9.46285
H -16.44192 7.15245 -10.20196
C -27.91887 3.73036 -12.22217
Cl -26.55776 4.79319 -12.45652
Cl -28.01935 2.44257 -13.29634
H -28.00485 3.42489 -11.17768
H -28.82528 4.32744 -12.40892
C -25.90437 6.38160 -7.54572
Cl -26.03140 5.74796 -9.21352
Cl -27.40659 5.90867 -6.51863
H -25.10215 5.72217 -7.14825
H -25.74896 7.44352 -7.35310
C -21.53188 1.09038 -10.20134
Cl -22.73712 0.16105 -9.26530
Cl -19.93272 0.40341 -10.18115
H -21.89262 1.15082 -11.23295
H -21.40644 2.10625 -9.77607
C -20.96111 0.44952 -6.16664
Cl -19.80385 1.54947 -5.34569
Cl -22.27194 -0.08648 -5.05527
H -21.44094 0.94402 -7.03714
H -20.46935 -0.44247 -6.56414
C -16.72462 4.53820 -12.31492
Cl -16.12001 4.65166 -10.66622
Cl -18.33932 3.83836 -12.39137
H -16.83285 5.52159 -12.63046
H -15.96270 3.96671 -12.90678
C -21.33137 6.20142 -10.45922
Cl -19.96912 5.50568 -9.62285
Cl -22.96184 5.63445 -10.06716
H -21.31493 7.21954 -10.19443
H -21.23644 6.04145 -11.50133
C -13.04051 4.17817 -9.09768
Cl -14.38932 3.41441 -8.18518
Cl -12.86583 3.72303 -10.83306
H -13.34992 5.23468 -9.14360
H -12.17272 3.96313 -8.58349
C -22.11569 8.25983 -5.96848
Cl -22.71571 8.18560 -7.63914
Cl -23.24065 8.75480 -4.80176
H -21.67519 7.33433 -5.71624
H -21.36316 9.05459 -5.96671
C -25.55317 1.82600 -8.28531
Cl -25.28964 1.13273 -6.61553
Cl -26.71310 0.96003 -9.18892
H -25.95004 2.81789 -8.17283
H -24.60531 1.91321 -8.77182
C -25.47316 7.72934 -12.56942
Cl -26.15110 9.44840 -12.59579
Cl -23.77208 7.68744 -12.93006
H -25.53783 7.36630 -11.52457
H -25.99895 7.18531 -13.38061
C -23.40695 2.20198 -13.93399
Cl -21.79170 2.99390 -13.70117
Cl -23.25831 0.43752 -13.89738
H -23.99620 2.50773 -13.06876
H -23.81716 2.54151 -14.91757
*
```

## Properties
Highest occupied orbital energy = -10.6 eV
HOMO-LUMO gap = 10.656 eV
Relative energy (zero: lowest compared OMol25 entry of this formula, charge and spin) = 13.7 kcal per mole

---

(2)
Molecular formula: C11H20BCl8F3NO6S
Method: DFT, ωB97M-V with the def2-TZVPD basis set

Geometry as ORCA input:
```
! wB97M-V def2-TZVPD RIJCOSX def2/J DEFGRID3
* xyz -1 1
O -1.81257 -6.08201 2.68937
C -1.45567 -5.76255 1.47723
O -0.37084 -6.48125 0.96098
C -2.24252 -4.62173 0.61503
N -3.20829 -3.98641 1.55390
B -4.14138 -3.03187 0.86981
O -4.18379 -1.67318 1.41359
O -4.92834 -3.39529 -0.29269
S -1.11922 -3.43078 -0.26533
O -1.77072 -2.78112 -1.49155
O 0.12870 -4.11795 -0.80990
C -0.49123 -2.02202 0.80194
F -1.20332 -1.81951 2.00595
F 0.88686 -2.26114 1.15548
F -0.45480 -0.85319 -0.04042
H -2.84794 -5.18231 -0.20074
H -3.82013 -4.68268 2.01840
H -4.64855 -1.09940 0.76145
H -4.74805 -2.68568 -0.95701
Cl -0.96038 1.72772 -1.47615
C 0.76121 2.05561 -1.16033
C 1.00599 3.49903 -0.76708
Cl 0.73334 4.62184 -2.12432
H 1.32748 1.78049 -2.05234
H 1.06517 1.39343 -0.34677
H 2.04424 3.62735 -0.45514
H 0.36223 3.80549 0.05958
Cl 1.84146 1.34280 -7.43267
C 1.08350 2.32559 -6.15446
C 2.10504 3.10639 -5.35121
Cl 3.12329 2.04545 -4.34574
H 0.49645 1.65988 -5.51860
H 0.39733 3.01509 -6.65071
H 1.59585 3.79251 -4.67120
H 2.76175 3.69257 -5.99709
Cl 3.36280 6.03697 0.43925
C 3.32236 7.71956 -0.14248
C 2.94816 7.80839 -1.60907
Cl 4.22325 7.15745 -2.66904
H 4.29854 8.16845 0.05127
H 2.58011 8.24544 0.46176
H 2.80489 8.85337 -1.89200
H 2.02334 7.26815 -1.82096
Cl -0.79682 -5.70855 4.28324
C 0.15209 -4.96098 5.60726
C -0.66747 -4.77856 6.87167
Cl -1.93589 -3.53920 6.68021
H 0.54715 -4.00890 5.24456
H 0.99692 -5.62650 5.80794
H -0.02311 -4.44571 7.68928
H -1.14850 -5.71050 7.17586
*
```

## Properties
Highest occupied orbital energy = -4.8 eV
HOMO-LUMO gap = 6.522 eV
Relative energy (zero: lowest compared OMol25 entry of this formula, charge and spin) = 52.6 kcal per mole

---

(3)
Molecular formula: H26O13
Method: DFT, ωB97M-V with the def2-TZVPD basis set

Geometry as ORCA input:
```
! wB97M-V def2-TZVPD RIJCOSX def2/J DEFGRID3
* xyz 0 1
H 0.97503 0.26250 0.29926
H -0.17695 0.90872 0.81770
H -4.17773 -2.25519 0.77512
H -2.95767 -1.61686 1.64321
H -1.37836 3.46625 -0.97873
H -0.17531 2.83282 -1.57047
H 1.40423 -1.99042 3.85100
H 1.67769 -3.46844 3.53622
H -3.21087 -0.82571 -1.73379
H -4.68663 -0.32558 -1.61982
H 3.74803 -1.98487 0.16063
H 4.90770 -0.97625 0.35651
H -4.07341 2.03823 0.45983
H -5.18065 2.14054 1.64695
H 2.60360 -1.92969 -1.40079
H 1.09288 -2.03510 -1.10363
H 3.40025 0.39248 0.58781
H 2.10792 0.32102 1.45771
H -0.87427 -2.07925 0.15987
H -1.34986 -2.46195 -1.18964
H 1.71325 4.41202 2.18791
H 0.61863 3.82216 1.27448
H 3.60564 0.52241 -2.07445
H 3.31234 0.94315 -3.48837
H -1.39431 -0.45672 -1.46699
H -1.76826 -1.38509 -2.62157
O 0.15494 0.04903 0.79029
O -3.41111 -1.59369 0.81867
O -0.63915 3.00554 -0.70601
O 1.21543 -2.67037 3.23581
O -4.12626 -1.03338 -1.35535
O 4.09798 -1.24557 0.71682
O -4.23100 2.33268 1.44277
O 1.82572 -1.43149 -1.34857
O 2.54751 0.88485 0.85650
O -0.58784 -2.04600 -0.69689
O 1.18624 4.66746 1.44603
O 3.70820 1.23349 -2.73418
O -1.50359 -0.42370 -2.43183
*
```

## Properties
Highest occupied orbital energy = -10.5 eV
HOMO-LUMO gap = 10.564 eV
Relative energy (zero: lowest compared OMol25 entry of this formula, charge and spin) = 107.2 kcal per mole

---

(4)
Molecular formula: C18H18BrF4N5O
Method: DFT, ωB97M-V with the def2-TZVPD basis set

Geometry as ORCA input:
```
! wB97M-V def2-TZVPD RIJCOSX def2/J DEFGRID3
* xyz 0 1
O -0.57414 -4.24033 1.24977
F 4.31265 0.08837 -0.13825
F 2.06610 2.67994 1.01759
F 3.87448 2.78322 -0.18610
F 0.46364 5.42001 -1.77932
Br -6.38389 -1.76358 1.90964
N -3.56792 -2.33621 1.46748
N 0.57466 1.84954 -1.70134
C -1.31422 -3.23817 1.21011
C -2.78570 -3.36990 1.38176
C 0.07242 3.03703 -1.73454
C -4.81744 -2.89210 1.71122
C -4.81454 -4.26510 1.72099
C 2.97176 -1.63174 0.74135
C 1.71169 -2.22034 1.03056
C 0.65935 -0.36294 -0.03460
C 3.06214 -0.39336 0.07740
C 0.54567 -1.56802 0.65978
C 1.89472 0.24472 -0.36313
N -1.06756 3.01480 -2.51571
N -0.76694 -1.99023 0.92102
N -3.49048 -4.57571 1.54897
C -2.88413 -5.91755 1.58181
C -0.18074 4.55285 0.28967
C 2.10905 4.14419 -0.78740
C 2.82457 1.39059 -2.41152
C 2.49541 2.77004 -0.25905
C 0.61646 4.29828 -1.00976
C 1.94689 1.56978 -1.14848
H -5.66792 -4.93070 1.84134
H 3.88139 -2.17130 1.06310
H 1.64426 -3.15591 1.58513
H -0.30500 0.04273 -0.31440
H -1.19025 2.19518 -3.10651
H -1.43130 3.92340 -2.82993
H -1.46093 -1.27586 0.75778
H -3.64022 -6.66760 1.78488
H -2.15234 -5.99372 2.37232
H -2.42040 -6.17676 0.64062
H -0.27476 3.65029 0.85978
H 0.35139 5.29758 0.91280
H -1.15915 4.95664 0.01743
H 2.49117 4.92570 -0.08981
H 2.63869 4.30689 -1.73253
H 2.69177 2.22217 -3.07020
H 2.58124 0.44494 -2.94818
H 3.86838 1.32828 -2.19355
*
```

## Properties
Highest occupied orbital energy = -8.4 eV
Structure (SMILES) = Cn1cc(Br)nc1C(=O)Nc1ccc(F)c([C@@]2(C)N=C(N)[C@](C)(F)CC2(F)F)c1
HOMO-LUMO gap = 8.830 eV
Relative energy (zero: lowest compared OMol25 entry of this formula, charge and spin) = 0.0 kcal per mole

---

(5)
Molecular formula: C2H6NO2P
Method: DFT, ωB97M-V with the def2-TZVPD basis set

Geometry as ORCA input:
```
! wB97M-V def2-TZVPD RIJCOSX def2/J DEFGRID3
* xyz 0 1
C -0.45128 -0.89153 -0.14022
C -0.49845 0.51039 0.46064
N -1.52777 1.16433 -0.05180
O 1.87294 1.24505 -0.61484
O 0.92768 -1.10695 -0.34584
P 1.87870 0.09349 0.23528
H -0.86280 -1.67063 0.49344
H -0.80246 -1.04944 -1.10217
H 1.95052 -0.22592 1.62940
H 3.00579 -0.59330 -0.22990
H -1.52674 2.19272 0.04538
H -2.21387 0.83235 -0.76251
*
```

## Properties
Highest occupied orbital energy = -9.3 eV
HOMO-LUMO gap = 9.852 eV
Relative energy (zero: lowest compared OMol25 entry of this formula, charge and spin) = 68.6 kcal per mole

---

(6)
Molecular formula: C33H30BrN2O4RuSSb
Method: DFT, ωB97M-V with the def2-TZVPD basis set

Geometry as ORCA input:
```
! wB97M-V def2-TZVPD RIJCOSX def2/J DEFGRID3
* xyz 1 2
Ru -0.87520 -0.36209 -0.22892
O 0.20876 -1.31906 1.62522
N -0.43895 -1.51964 2.73174
C 0.14009 -2.26699 3.69104
C -0.44635 -2.44131 4.91774
C -1.67946 -1.84388 5.17728
C -2.29100 -1.13076 4.17441
C -1.66913 -0.96973 2.93411
S -2.43434 -0.04981 1.70004
H 1.08963 -2.70119 3.41845
H 0.04822 -3.04068 5.66308
H -2.14891 -1.94010 6.14186
H -3.25900 -0.67343 4.30391
C 5.39198 3.97068 -1.18425
C 4.05178 4.26758 -1.35673
C 3.07900 3.34247 -1.00796
C 3.45216 2.12475 -0.46883
C 4.79190 1.81779 -0.31159
C 5.76201 2.74373 -0.66042
Sb 1.97508 0.61485 0.15898
C 0.27462 1.82199 -0.55141
C -0.28467 1.49035 -1.80111
C -1.27014 2.30595 -2.35815
C -1.68325 3.45389 -1.70364
C -1.11004 3.80184 -0.48844
C -0.14978 2.98788 0.08935
C 1.85069 1.09279 2.28982
C 2.98137 0.97519 3.08798
C 2.87039 1.07917 4.46617
C 1.63304 1.28649 5.05203
C 0.50663 1.41312 4.25783
C 0.61659 1.30926 2.88176
H 6.14961 4.68652 -1.46981
H 3.75920 5.22253 -1.76697
H 2.03791 3.58890 -1.15933
H 5.08179 0.85472 0.08171
H 6.80666 2.50320 -0.52900
H 0.14135 0.67380 -2.39383
H -1.68811 2.05489 -3.32203
H -2.44496 4.08015 -2.14361
H -1.39593 4.72179 -0.00216
H 0.30864 3.28223 1.02510
H 3.95052 0.80089 2.63974
H 3.74893 0.97628 5.08579
H 1.54046 1.33051 6.12630
H -0.46248 1.57578 4.70491
H -0.27720 1.37434 2.27064
Br 1.16909 -8.26665 -3.65066
C 0.77715 -6.56123 -2.90594
C 1.49876 -5.45432 -3.33359
C 1.23626 -4.21966 -2.77015
C 0.25212 -4.09189 -1.79356
C -0.47605 -5.21100 -1.39324
C -0.21584 -6.45046 -1.94169
C -0.08697 -2.75826 -1.21389
O 0.71087 -1.78964 -1.32933
O -1.19082 -2.63424 -0.63897
H 2.25542 -5.56243 -4.09794
H 1.78678 -3.34738 -3.08858
H -1.24434 -5.10133 -0.64495
H -0.77702 -7.31714 -1.62466
C -5.44637 1.74973 -2.84182
N -4.38617 0.77823 -2.79510
C -4.13590 0.06255 -4.02371
C -3.72213 0.47948 -1.69046
O -2.80594 -0.34206 -1.63651
H -5.21836 2.52442 -3.57940
H -5.57439 2.21150 -1.86577
H -6.38106 1.26825 -3.13850
H -3.94878 0.76475 -4.83826
H -5.00281 -0.55352 -4.27569
H -3.27104 -0.58281 -3.88135
H -4.04256 1.03751 -0.79507
*
```

## Properties
Highest occupied orbital energy (alpha / beta) = -10.6 / -10.6 eV
HOMO-LUMO gap (alpha / beta) = 5.800 / 5.769 eV

---

(7)
Molecular formula: C4H8N4O2
Method: DFT, ωB97M-V with the def2-TZVPD basis set

Geometry as ORCA input:
```
! wB97M-V def2-TZVPD RIJCOSX def2/J DEFGRID3
* xyz 0 1
C 1.16485 0.99075 0.07032
C -1.63805 -0.37537 -0.93964
C -1.13607 -1.72054 -1.09757
C -0.48918 -0.80395 -0.02182
N 0.81630 -0.19404 -0.28669
N 2.26293 1.54923 -0.51762
N 0.58440 1.83954 0.91837
N -0.83524 -1.12472 1.33095
O -0.06244 -0.74659 2.15853
O -1.71899 -1.93904 1.48677
H -1.08269 0.27872 -1.64489
H -2.56361 -0.14965 -0.60859
H -1.60109 -2.51611 -0.56032
H -0.59939 -2.03593 -2.01644
H 2.74426 0.92792 -1.27966
H 2.93988 1.86144 0.10450
H 0.05332 1.59912 1.68862
H 1.16081 2.55924 1.21518
*
```

## Properties
Highest occupied orbital energy = -9.1 eV
Structure (SMILES) = NC(N)=NC1([N+](=O)[O-])CC1
HOMO-LUMO gap = 9.684 eV
Relative energy (zero: lowest compared OMol25 entry of this formula, charge and spin) = 98.1 kcal per mole

---

(8)
Molecular formula: CH10N3O2
Method: DFT, ωB97M-V with the def2-TZVPD basis set

Geometry as ORCA input:
```
! wB97M-V def2-TZVPD RIJCOSX def2/J DEFGRID3
* xyz 1 1
N 0.93328 1.03700 0.55515
C 0.51659 1.41715 -0.63171
N 0.08204 0.52758 -1.52435
N 0.46619 2.75569 -0.90514
H 0.70057 0.09711 0.87713
H 1.28484 1.71578 1.20949
H 0.09390 0.84250 -2.47967
H 0.24150 -0.45339 -1.36569
H 0.04552 3.24356 -0.11891
H -0.09469 3.00005 -1.70823
H -0.60528 -2.04203 0.66890
H 0.87667 -2.34253 0.53271
O 0.24441 -1.62681 0.40785
H -1.94987 -3.93130 1.64311
H -2.33715 -2.58062 2.24088
O -1.79887 -2.98380 1.54859
*
```

## Properties
Highest occupied orbital energy = -15.2 eV
HOMO-LUMO gap = 12.333 eV
Relative energy (zero: lowest compared OMol25 entry of this formula, charge and spin) = 6.9 kcal per mole

---

Short version: electronic energy = -16314.59163 -5341.52524 -993.60235 -4019.24774 -626.31115 -4992.98924 -526.57537 -358.67033 a.u., in the order given.